Run A
Below is 3 unconnected molecules or ions with the total composition C2H6NO3, with properties calculated with ωB97M-V/def2-TZVPD.

The geometry in ORCA input format:
```
! RIJCOSX wB97M-V def2-TZVPD def2/J DEFGRID3
* xyz -1 1
O -0.58 -0.77 1.20
C -0.46 -0.27 0.03
N 0.62 -0.46 -0.80
C 1.21 1.49 -1.89
O 1.27 1.26 -3.12
H -1.23 0.35 -0.58
H 1.22 -0.81 -0.05
H 0.25 2.04 -1.41
H 2.21 1.73 -1.36
H -1.62 -0.90 2.61
H -0.83 -1.19 3.87
O -1.80 -1.15 3.63
*
```

Calculated values
**Orbital gap**: 8.64 eV
**LUMO level**: 0.151 Ha
**Highest occupied orbital energy**: -4.519 eV

Atomic partial charges in e from the natural (NBO) method, atoms 1 to 6:
1. O -0.80
2. C 0.46
3. N -0.85
4. C 0.27
5. O -0.65
6. H 0.08

---

Run B
Below is 2 unconnected molecules or ions with the total composition C2H6NO3, with properties calculated with ωB97M-V/def2-TZVPD.

The geometry in ORCA input format:
```
! RIJCOSX wB97M-V def2-TZVPD def2/J DEFGRID3
* xyz -1 1
N -1.03 2.26 0.25
C -0.26 1.04 0.42
O -1.09 -0.09 0.49
H -1.54 2.21 -0.62
H -1.73 2.32 0.99
H 0.45 0.94 -0.40
H 0.35 1.16 1.33
H -0.52 -0.94 0.36
O 0.39 -2.24 0.13
C 1.34 -2.22 -0.71
O 1.85 -1.24 -1.27
H 1.79 -3.20 -0.97
*
```

Calculated values
**Orbital gap**: 9.07 eV
**LUMO level**: 0.161 Ha
**Highest occupied orbital energy**: -4.697 eV

Atomic partial charges in e from the natural (NBO) method, atoms 1 to 6:
1. N -0.86
2. C 0.09
3. O -0.81
4. H 0.34
5. H 0.34
6. H 0.17

---

Run C
Below is 2 unconnected molecules or ions with the total composition C2H6NO3, with properties calculated with ωB97M-V/def2-TZVPD.

The geometry in ORCA input format:
```
! RIJCOSX wB97M-V def2-TZVPD def2/J DEFGRID3
* xyz -1 1
O -0.72 1.25 2.80
C -0.37 0.97 1.64
O 0.72 0.45 1.20
H -1.03 1.13 0.80
H 0.54 0.25 -0.14
N 0.00 -2.00 -1.65
C 0.29 -0.62 -2.16
O 0.13 0.32 -1.16
H -0.58 -2.00 -0.77
H -0.36 -2.62 -2.35
H 1.31 -0.56 -2.68
H -0.49 -0.49 -2.92
*
```

Calculated values
**Orbital gap**: 8.84 eV
**LUMO level**: 0.150 Ha
**Highest occupied orbital energy**: -4.752 eV

Atomic partial charges in e from the natural (NBO) method, atoms 1 to 6:
1. O -0.73
2. C 0.63
3. O -0.78
4. H 0.04
5. H 0.51
6. N -0.91

---

Run D
Below is 2 unconnected molecules or ions with the total composition C2H6NO3, with properties calculated with ωB97M-V/def2-TZVPD.

The geometry in ORCA input format:
```
! RIJCOSX wB97M-V def2-TZVPD def2/J DEFGRID3
* xyz -1 1
O -1.15 0.59 -1.51
C -0.21 0.29 -0.77
O 0.16 1.01 0.21
C 0.62 -0.98 -1.29
N 1.31 -1.62 -0.08
H 1.32 -0.89 -2.12
H -0.19 -1.65 -1.49
H 1.09 -0.90 0.62
H 0.68 -2.33 0.27
H -1.55 0.71 2.76
H -0.46 1.03 1.75
O -0.57 0.84 2.69
*
```

Calculated values
**Orbital gap**: 8.54 eV
**LUMO level**: 0.154 Ha
**Highest occupied orbital energy**: -4.351 eV

Atomic partial charges in e from the natural (NBO) method, atoms 1 to 6:
1. O -0.75
2. C 0.75
3. O -0.82
4. C -0.34
5. N -0.87
6. H 0.19

---

Winner for stability: run B

---

Run A
Below is C4H10N4O in the gas phase, with properties calculated with ωB97M-V/def2-TZVPD.

The geometry in ORCA input format:
```
! RIJCOSX wB97M-V def2-TZVPD def2/J DEFGRID3
* xyz 0 1
N -1.99 -0.22 -1.25
N -1.45 -0.56 -0.05
N -2.06 -0.17 1.23
N -0.07 -0.34 -0.11
C 0.36 1.01 0.07
C 1.83 0.94 -0.23
C 2.19 -0.49 0.14
C 0.86 -1.32 -0.12
O 0.73 -2.50 -0.15
H -2.75 -0.72 -1.64
H -2.35 0.80 -1.22
H -2.77 0.50 1.13
H -2.41 -0.91 1.81
H 0.03 1.34 1.01
H -0.29 1.69 -0.52
H 2.49 1.49 0.40
H 2.18 1.29 -1.25
H 2.39 -0.80 1.24
H 3.08 -1.02 -0.48
*
```

Calculated values
**SMILES string**: NN(N)N1CCCC1=O
**Orbital gap**: 9.62 eV
**LUMO level**: 0.030 Ha
**Highest occupied orbital energy**: -8.816 eV

Atomic partial charges in e from the natural (NBO) method, atoms 1 to 6:
1. N -0.64
2. N 0.01
3. N -0.70
4. N -0.29
5. C -0.23
6. C -0.44

---

Run B
Below is C4H10N4O in the gas phase, with properties calculated with ωB97M-V/def2-TZVPD.

The geometry in ORCA input format:
```
! RIJCOSX wB97M-V def2-TZVPD def2/J DEFGRID3
* xyz 0 1
C -0.72 -0.57 -0.23
C -2.19 -0.50 -0.02
C -0.16 -1.64 -1.10
C -0.16 1.41 -0.10
N 2.14 0.42 1.53
N 1.00 1.71 -0.76
N 0.11 -0.02 0.73
N 1.29 -0.51 0.90
O -1.09 2.14 0.12
H 2.93 -0.10 1.89
H 1.68 0.92 2.29
H 1.05 2.69 -1.00
H 1.86 1.33 -0.38
H -2.72 -0.49 -0.98
H -2.52 -1.40 0.53
H -2.49 0.37 0.56
H -0.83 -1.85 -1.93
H 0.01 -2.56 -0.54
H 0.83 -1.34 -1.48
*
```

Calculated values
**Orbital gap (spin up / spin down)**: 7.74 / 7.74 eV
**LUMO level (spin up / spin down)**: 0.018 / 0.018 Ha
**Highest occupied orbital energy (spin up / spin down)**: -7.245 / -7.243 eV

Atomic partial charges in e from the natural (NBO) method, atoms 1 to 6:
1. C 0.19
2. C -0.65
3. C -0.67
4. C 0.76
5. N -0.70
6. N -0.86

---

Run C
Below is 2 unconnected molecules or ions with the total composition C4H10N4O, with properties calculated with ωB97M-V/def2-TZVPD.

The geometry in ORCA input format:
```
! RIJCOSX wB97M-V def2-TZVPD def2/J DEFGRID3
* xyz 0 1
C -1.16 0.05 0.00
C 1.80 0.89 0.59
C 0.12 -0.09 -0.83
C 0.62 -2.43 0.50
N -2.10 0.81 -0.80
N -0.15 -0.72 -2.01
O -1.01 0.56 1.30
N 1.31 0.28 -0.61
N 0.94 -2.22 1.59
H -0.65 1.46 1.25
H -1.58 -0.96 0.15
H -1.74 1.74 -0.99
H -2.99 0.90 -0.35
H 0.59 -0.75 -2.69
H -1.10 -0.77 -2.31
H 1.22 -1.95 2.51
H 1.63 1.98 0.57
H 1.36 0.49 1.51
H 2.88 0.72 0.61
*
```

Calculated values
**Orbital gap**: 9.27 eV
**LUMO level**: 0.028 Ha
**Highest occupied orbital energy**: -8.508 eV

Atomic partial charges in e from the natural (NBO) method, atoms 1 to 6:
1. C 0.16
2. C -0.44
3. C 0.43
4. C 0.29
5. N -0.85
6. N -0.80

---

Winner for stability: run C

---

Run A
Below is C3H2O in the gas phase, with properties calculated with ωB97M-V/def2-TZVPD.

The geometry in ORCA input format:
```
! RIJCOSX wB97M-V def2-TZVPD def2/J DEFGRID3
* xyz 0 1
C 1.32 -0.57 0.19
C 0.31 -0.32 -0.41
C -0.97 0.36 -0.28
O -1.05 1.56 -0.22
H 2.20 -0.71 0.77
H -1.81 -0.32 -0.06
*
```

Calculated values
**SMILES string**: C#CC=O
**Orbital gap**: 10.69 eV
**LUMO level**: 0.004 Ha
**Highest occupied orbital energy**: -10.592 eV

Now the natural (NBO) charges, all in e:
1. C -0.11
2. C -0.15
3. C 0.37
4. O -0.48
5. H 0.24
6. H 0.14

---

Run B
Below is a molecular structure, C3H2O, with properties calculated with ωB97M-V/def2-TZVPD.

The geometry in ORCA input format:
```
! RIJCOSX wB97M-V def2-TZVPD def2/J DEFGRID3
* xyz 0 1
O -1.88 0.85 -0.94
C -1.50 0.06 -0.17
C 0.40 -0.18 0.21
C 1.61 -0.07 0.20
H -1.30 -0.70 0.55
H 2.67 0.06 0.16
*
```

Calculated values
**Orbital gap**: 9.97 eV
**LUMO level**: -0.005 Ha
**Highest occupied orbital energy**: -10.108 eV

Now the natural (NBO) charges, all in e:
1. O -0.40
2. C 0.52
3. C -0.37
4. C -0.27
5. H 0.30
6. H 0.23

---

Winner for stability: run A

---

Run A
Below is C3H2O in the gas phase, with properties calculated with ωB97M-V/def2-TZVPD.

The geometry in ORCA input format:
```
! RIJCOSX wB97M-V def2-TZVPD def2/J DEFGRID3
* xyz 0 1
C -0.13 -0.23 1.30
C 0.11 0.72 0.57
C 0.14 0.35 -0.87
O -0.83 0.02 -1.48
H -0.46 -1.14 1.74
H 1.17 0.27 -1.26
*
```

Calculated values
**SMILES string**: C#CC=O
**Orbital gap**: 10.54 eV
**LUMO level**: 0.003 Ha
**Highest occupied orbital energy**: -10.466 eV

Now the natural (NBO) charges, all in e:
1. C -0.07
2. C -0.18
3. C 0.39
4. O -0.51
5. H 0.24
6. H 0.14

---

Run B
Below is C3H2O in the gas phase, with properties calculated with ωB97M-V/def2-TZVPD.

The geometry in ORCA input format:
```
! RIJCOSX wB97M-V def2-TZVPD def2/J DEFGRID3
* xyz 0 1
C -0.49 1.46 0.33
C -0.20 0.31 -0.01
C 0.27 -1.08 -0.24
O 1.46 -1.36 -0.34
H -0.58 2.56 0.48
H -0.45 -1.89 -0.22
*
```

Calculated values
**SMILES string**: C#CC=O
**Orbital gap**: 10.54 eV
**LUMO level**: -0.008 Ha
**Highest occupied orbital energy**: -10.746 eV

Now the natural (NBO) charges, all in e:
1. C -0.15
2. C -0.14
3. C 0.35
4. O -0.47
5. H 0.26
6. H 0.15

---

Winner for stability: run B